The following is a DFT calculation (ωB97M-V/def2-TZVPD) of a cluster of 2 separate species, C3H9N2O in total.

Last columns: bonded neighbours and bond lengths (Å).
Positions of all 15 atoms, in Å:
1 C -1.16 -0.05 -1.78  N3 1.481, H4 1.086, H5 1.083, H6 1.082
2 C 0.92 1.08 -1.48  N3 1.265, H7 1.085, H8 1.082
3 N 0.13 0.17 -1.10  C1 1.481, C2 1.265, H9 1.091
4 H -1.96 0.13 -1.06  C1 1.086
5 H -1.22 -1.07 -2.13  C1 1.083
6 H -1.24 0.66 -2.59  C1 1.082
7 H 0.66 1.73 -2.31  C2 1.085
8 H 1.88 1.24 -0.99  C2 1.082
9 H 0.33 -0.46 -0.24  N3 1.091
10 C 0.51 -1.12 2.05  N11 1.343, O12 1.230, H13 1.096
11 N 0.11 0.07 2.51  C10 1.343, H14 1.007, H15 1.005
12 O 0.56 -1.48 0.87  C10 1.230
13 H 0.83 -1.80 2.85  C10 1.096
14 H 0.00 0.21 3.50  N11 1.007
15 H -0.36 0.68 1.87  N11 1.005

gap between HOMO and LUMO	10.68	eV
total charge	+1
energy above the lowest of the compared OMol25 structures with the same formula, charge and spin	22.71	kcal per mole